No. 1
{
  "formula": "C3H10N2O2",
  "method": "ωB97M-V/def2-TZVPD",
  "species": ["N", "C", "C", "N", "C", "O", "H", "H", "H", "H", "H", "H", "H", "H", "H", "H", "O"],
  "xyz": [[0.73238, 2.25628, -1.38395], [0.22271, 2.55446, -0.03133], [-0.65818, 1.40246, 0.47746], [-0.02857, 0.21041, 0.56833], [-0.72043, -1.04058, 0.80076], [-1.82795, 1.56541, 0.77449], [0.02427, 2.56647, -2.04397], [1.54961, 2.81955, -1.59204], [0.96089, 2.77305, 0.72454], [-0.46705, 3.40460, -0.04938], [0.95161, 0.16567, 0.37400], [-0.13718, -1.75593, 1.34725], [-1.66244, -0.81482, 1.30688], [-1.04025, -1.47785, -0.14718], [0.74776, -5.65201, -0.35660], [1.02407, -4.17788, -0.24973], [0.32874, -4.79929, -0.51953]],
  "atomic_forces_ev_per_a": [[0.241, 0.296, 0.385], [-1.407, 0.028, -0.390], [0.234, 0.022, 0.049], [0.180, -0.387, 0.339], [-1.182, 0.622, -0.596], [-0.032, 0.016, -0.142], [0.108, -0.249, 0.019], [0.002, -0.051, 0.102], [0.690, -0.066, -0.092], [0.152, 0.038, 0.142], [0.148, 0.149, -0.354], [0.345, -0.156, 0.360], [0.293, -0.077, 0.280], [0.225, -0.194, -0.104], [-0.195, -0.076, -0.076], [-0.392, -0.092, -0.170], [0.588, 0.177, 0.248]],
  "lowdin_charge": [0.002, -0.188, -0.514, 0.005, -0.067, 0.045, 0.073, 0.061, 0.110, 0.110, 0.124, 0.071, 0.084, 0.086, 0.032, 0.033, -0.069],
  "orbital_gap_ev": 10.0,
  "spin_multiplicity": 1,
  "homo_energy_ev": -9.37,
  "e_above_lowest_kcal_mol": 24.20,
  "smiles": "CNC(=O)CN.O",
  "e_tot_ev": -10348.438
}

***

No. 2
{
  "formula": "C3H10N2O2",
  "method": "ωB97M-V/def2-TZVPD",
  "species": ["O", "C", "O", "H", "N", "C", "C", "N", "H", "H", "H", "H", "H", "H", "H", "H", "H"],
  "xyz": [[-0.26684, -0.38138, -1.49078], [0.35625, 0.60860, -1.94193], [0.95596, 1.56842, -1.28568], [0.49475, 0.61873, -3.04654], [1.42220, 0.41029, 0.90876], [0.42273, -0.68100, 1.20247], [-1.03966, -0.22121, 1.40003], [-1.88018, -1.30067, 0.87209], [1.01788, 0.99426, -0.17838], [1.48343, 1.06989, 1.66477], [2.34184, 0.01774, 0.71507], [0.44758, -1.26875, 0.26191], [0.74123, -1.35087, 2.04360], [-1.36286, -0.07184, 2.46390], [-1.23884, 0.76017, 0.88356], [-2.83966, -1.08585, 1.13164], [-1.82841, -1.18552, -0.15720]],
  "atomic_forces_ev_per_a": [[0.934, 2.016, -0.467], [-0.179, -1.089, -0.521], [-1.108, -1.974, 0.326], [-0.093, 0.480, 0.332], [-1.188, -0.620, 0.048], [0.422, -0.876, -0.036], [-0.210, 0.692, 0.256], [-0.124, 0.613, -0.835], [0.715, 0.902, -0.161], [0.201, 0.281, 0.286], [-0.196, 0.095, 0.167], [-0.224, 0.180, 0.916], [-0.130, 0.752, -0.601], [0.779, -0.101, -0.686], [0.446, -0.729, 0.318], [0.045, -0.217, -0.079], [-0.089, -0.407, 0.735]],
  "lowdin_charge": [-0.064, -0.430, -0.061, 0.126, 0.066, -0.211, -0.296, -0.021, 0.071, 0.117, 0.131, 0.096, 0.123, 0.113, 0.116, 0.063, 0.059],
  "orbital_gap_ev": 10.1,
  "spin_multiplicity": 1,
  "homo_energy_ev": -9.47,
  "e_above_lowest_kcal_mol": 33.55,
  "e_tot_ev": -10348.033
}

***

No. 3
{
  "formula": "C3H10N2O2",
  "method": "ωB97M-V/def2-TZVPD",
  "species": ["O", "C", "N", "C", "N", "C", "H", "H", "H", "H", "H", "H", "H", "H", "H", "H", "O"],
  "xyz": [[0.84153, 0.08299, 0.75307], [-0.23463, -0.35968, 0.39707], [-1.38940, 0.36604, 0.51633], [-1.36364, 1.82103, 0.67348], [-0.71474, 2.53971, -0.37780], [-0.35731, -1.63955, -0.40659], [-2.24684, -0.15389, 0.55799], [-0.89672, 2.08295, 1.62680], [-2.40011, 2.11231, 0.76546], [0.27853, 2.28949, -0.41914], [-0.93845, 2.16568, -1.29983], [0.56988, -2.18977, -0.39051], [-0.50585, -1.28283, -1.42505], [-1.22974, -2.22231, -0.13342], [4.19081, -2.00034, -0.72124], [3.10091, -1.47158, 0.27363], [3.29578, -2.14024, -0.39025]],
  "atomic_forces_ev_per_a": [[0.204, 0.152, -0.073], [0.051, -0.031, -0.239], [0.351, -0.293, -0.001], [-0.138, -0.537, 0.849], [1.188, -0.336, -1.168], [-0.101, 0.651, 0.099], [-0.207, 0.212, -0.304], [0.159, 0.005, -0.171], [-0.302, 0.226, -0.167], [-0.082, 0.377, 0.893], [-0.990, 0.200, 0.149], [0.116, -0.298, 0.232], [-0.076, -0.141, -0.183], [-0.029, -0.251, 0.084], [-0.221, 0.180, 0.270], [0.124, 0.191, -0.078], [-0.045, -0.308, -0.192]],
  "lowdin_charge": [0.047, -0.543, 0.045, -0.285, 0.013, 0.006, 0.126, 0.119, 0.109, 0.069, 0.074, 0.065, 0.088, 0.076, 0.035, 0.022, -0.066],
  "orbital_gap_ev": 10.4,
  "spin_multiplicity": 1,
  "homo_energy_ev": -9.62,
  "e_above_lowest_kcal_mol": 18.33,
  "smiles": "CC(=O)NCN.O",
  "e_tot_ev": -10348.693
}

***

No. 4
{
  "formula": "C3H10N2O2",
  "method": "ωB97M-V/def2-TZVPD",
  "species": ["O", "C", "N", "C", "N", "C", "H", "H", "H", "H", "H", "H", "H", "H", "H", "H", "O"],
  "xyz": [[0.40645, 0.92773, 1.05181], [0.41448, 0.67358, -0.19349], [-0.72973, 0.36996, -0.87571], [-2.06445, 0.22283, -0.34216], [-3.06850, -0.49651, -1.21403], [1.65114, 0.39478, -1.06671], [-0.67568, -0.04822, -1.78409], [-2.19921, -0.24284, 0.63154], [-2.48481, 1.20810, -0.22331], [-2.57152, -1.33544, -1.61549], [-3.55194, 0.10520, -1.90984], [1.40308, 0.69434, -2.12560], [2.44439, 0.91058, -0.60318], [1.90896, -0.68706, -1.09030], [2.59595, -0.63710, 2.33241], [2.28098, -2.11776, 2.57525], [3.02234, -1.51662, 2.45507]],
  "atomic_forces_ev_per_a": [[0.319, -0.294, -3.709], [-0.531, -1.446, 2.559], [-0.277, -0.423, 0.144], [-2.606, 0.355, -0.180], [2.009, -0.209, -0.213], [-1.501, -0.296, -0.573], [0.513, 0.150, -0.339], [1.076, -0.192, 0.100], [-0.164, 0.504, 0.227], [-1.264, 1.255, 0.151], [1.037, -0.812, 0.516], [0.698, -0.032, 1.118], [1.180, 0.737, -0.015], [-0.398, 0.628, 0.268], [0.375, -0.871, 0.115], [-0.003, 0.011, 0.019], [-0.462, 0.935, -0.187]],
  "lowdin_charge": [-0.005, -0.476, 0.036, -0.261, -0.014, -0.007, 0.115, 0.115, 0.109, 0.080, 0.072, 0.094, 0.058, 0.096, 0.040, 0.027, -0.079],
  "orbital_gap_ev": 10.4,
  "spin_multiplicity": 1,
  "homo_energy_ev": -9.79,
  "e_above_lowest_kcal_mol": 31.84,
  "smiles": "CC(=O)NCN.O",
  "e_tot_ev": -10348.107
}

***

No. 5
{
  "formula": "C3H10N2O2",
  "method": "ωB97M-V/def2-TZVPD",
  "species": ["C", "C", "C", "N", "N", "O", "O", "H", "H", "H", "H", "H", "H", "H", "H", "H", "H"],
  "xyz": [[0.75920, -0.05757, -0.08005], [-0.17324, -0.90181, 0.67760], [1.74595, 0.80882, 0.63927], [-1.47460, 0.70862, 0.26130], [-1.74008, 0.63965, -1.18120], [0.71397, -0.05319, -1.35032], [1.36441, -1.89006, 0.69432], [-0.72532, 0.33644, -1.56900], [1.34281, -2.38814, -0.13527], [-2.34986, 0.41752, 0.70124], [-2.44120, -0.04993, -1.47058], [-2.00575, 1.55123, -1.56046], [-0.26991, -0.78500, 1.74477], [-0.80439, -1.59649, 0.14554], [1.50226, 1.86489, 0.47882], [2.77317, 0.72478, 0.28492], [1.78257, 0.67024, 1.71911]],
  "atomic_forces_ev_per_a": [[0.367, -0.646, -1.122], [1.831, -0.231, -0.622], [0.242, 0.889, 0.441], [-0.817, 0.149, -0.164], [0.891, -0.267, -0.079], [-0.052, 0.257, 1.380], [-0.804, 0.127, 0.152], [-1.018, 0.223, 0.293], [-0.036, 0.094, 0.150], [0.022, 0.206, -0.062], [0.224, 0.151, 0.096], [0.023, -0.182, 0.092], [-0.103, 0.037, -0.091], [-0.016, 0.102, 0.063], [-0.303, -0.141, -0.119], [-0.206, -0.469, -0.327], [-0.244, -0.300, -0.081]],
  "lowdin_charge": [-0.513, -0.040, -0.015, -0.107, -0.001, -0.048, -0.190, 0.106, 0.030, 0.030, 0.138, 0.132, 0.110, 0.103, 0.089, 0.091, 0.085],
  "orbital_gap_ev": 8.3,
  "spin_multiplicity": 1,
  "homo_energy_ev": -7.88,
  "e_above_lowest_kcal_mol": 130.24,
  "e_tot_ev": -10343.840
}

***

No. 6
{
  "formula": "C3H10N2O2",
  "method": "ωB97M-V/def2-TZVPD",
  "species": ["C", "C", "C", "N", "N", "O", "O", "H", "H", "H", "H", "H", "H", "H", "H", "H", "H"],
  "xyz": [[1.97249, -0.71988, -0.84956], [-2.35593, -0.48537, 0.99478], [-1.07150, 0.11756, -0.85718], [1.21188, 0.96826, 0.58844], [1.07994, -0.40117, 0.21966], [-0.99257, 1.30426, -0.49818], [-1.81778, -0.81630, -0.26902], [1.92827, -0.00214, -1.68857], [3.02348, -0.77068, -0.50840], [1.68948, -1.70135, -1.22247], [-2.75018, 0.53325, 0.98738], [-1.57994, -0.56538, 1.75980], [-3.15042, -1.20104, 1.19099], [-0.72286, -0.23351, -1.82973], [2.00525, 1.45383, 0.13665], [1.27273, 1.06738, 1.60567], [0.25766, 1.45227, 0.23974]],
  "atomic_forces_ev_per_a": [[0.349, 0.400, 0.212], [-0.138, 0.275, 0.411], [0.757, 0.149, 0.514], [-0.465, 0.736, -0.399], [-1.147, -0.287, 0.241], [-0.758, -0.529, -0.400], [0.038, 0.174, -0.544], [0.056, -0.052, -0.201], [0.055, -0.076, -0.255], [0.062, -0.064, -0.083], [-0.022, -0.126, 0.045], [0.000, -0.030, -0.054], [0.054, 0.019, 0.002], [0.029, -0.006, 0.058], [-0.272, -0.157, 0.360], [0.195, -0.021, -0.303], [1.209, -0.403, 0.396]],
  "lowdin_charge": [-0.241, -0.066, -0.353, 0.013, -0.206, -0.051, -0.072, 0.061, 0.059, 0.067, 0.090, 0.091, 0.091, 0.142, 0.141, 0.138, 0.095],
  "orbital_gap_ev": 7.9,
  "spin_multiplicity": 1,
  "homo_energy_ev": -7.09,
  "e_above_lowest_kcal_mol": 96.45,
  "e_tot_ev": -10345.305
}

***

No. 7
{
  "formula": "C3H10N2O2",
  "method": "ωB97M-V/def2-TZVPD",
  "species": ["O", "C", "C", "N", "C", "N", "H", "H", "H", "H", "H", "H", "H", "H", "H", "H", "O"],
  "xyz": [[-1.91055, 0.58882, 2.89652], [-1.32853, 0.41152, 1.87906], [-0.45845, -0.71688, 1.24315], [-0.31479, -0.54971, -0.18369], [0.78216, -1.12852, -0.90995], [0.44956, -2.44220, -1.34284], [-1.34296, 1.21072, 1.11735], [-0.98454, -1.67606, 1.46125], [0.58214, -0.79465, 1.57951], [-1.24821, -0.63232, -0.59112], [1.10870, -0.46063, -1.71259], [1.72007, -1.09777, -0.32318], [0.60983, -3.11616, -0.61022], [0.59472, -2.64602, -2.31835], [1.12179, 4.91642, -0.93334], [0.20378, 3.85787, -0.20348], [0.41527, 4.27558, -1.04810]],
  "atomic_forces_ev_per_a": [[0.605, -1.534, 0.232], [0.163, 2.027, -1.528], [0.715, -1.102, 0.873], [-1.922, -0.957, 0.978], [2.254, 0.168, -0.831], [-0.151, 1.465, 0.817], [-0.240, 0.382, -0.014], [0.323, 0.274, -0.176], [-0.409, 0.182, 0.819], [0.315, 0.249, -0.915], [-0.693, -0.059, -0.358], [-0.686, -0.122, 0.512], [-0.154, -0.550, -0.545], [-0.125, -0.416, 0.103], [-0.032, -0.063, 0.359], [0.354, 0.552, -0.095], [-0.316, -0.497, -0.232]],
  "lowdin_charge": [0.149, -0.214, -0.092, 0.118, -0.257, 0.142, 0.124, 0.171, 0.142, 0.173, 0.156, 0.154, 0.117, 0.120, 0.040, 0.022, -0.063],
  "orbital_gap_ev": [10.6, 5.7],
  "spin_multiplicity": 2,
  "homo_energy_ev": [-14.19, -14.19],
  "total_charge": 1,
  "e_above_lowest_kcal_mol": 62.14,
  "e_tot_ev": -10338.196
}

***

No. 8
{
  "formula": "C3H10N2O2S",
  "method": "ωB97M-V/def2-TZVPD",
  "species": ["C", "C", "C", "N", "N", "O", "O", "S", "H", "H", "H", "H", "H", "H", "H", "H", "H", "H"],
  "xyz": [[-1.65089, -1.90674, 0.08978], [1.56328, -0.06244, -2.37710], [0.68264, 1.44925, 2.82297], [-0.12444, 1.53506, 1.87439], [-1.15187, -0.64239, 0.30300], [-0.41091, 1.60023, -0.72091], [0.99352, -0.38602, -1.12277], [-0.64389, 0.01912, -0.96308], [-0.87394, -2.69892, 0.32828], [-2.75519, -2.15077, 0.34877], [-1.70192, -2.26153, -1.01028], [2.20944, 0.73851, -2.33977], [0.87299, 0.24470, -3.26313], [2.13199, -0.89385, -2.86134], [1.43820, 2.18957, 3.10235], [0.60799, 0.76559, 3.64365], [-0.33605, 1.70582, 0.21734], [-0.85095, 0.75481, 1.92785]],
  "atomic_forces_ev_per_a": [[-1.290, -4.937, -2.620], [-1.333, -1.363, -2.939], [0.428, 0.930, 1.620], [-1.416, -1.083, 0.020], [0.671, 2.838, 1.026], [-0.866, -1.676, -2.001], [-0.417, -0.191, -0.142], [0.685, 0.689, -2.054], [-1.279, 0.596, 0.943], [2.037, 0.588, 0.610], [-0.039, 1.098, 0.639], [1.512, 1.880, 0.703], [0.195, -0.565, 1.869], [-0.456, 0.140, 1.001], [0.161, 0.182, -1.095], [-0.363, -1.037, 0.250], [0.550, 0.939, 2.401], [1.219, 0.971, -0.231]],
  "lowdin_charge": [-0.315, -0.194, -0.090, 0.018, -0.403, -0.263, -0.381, 0.990, 0.086, 0.099, 0.066, 0.041, 0.108, 0.090, 0.070, 0.060, -0.056, 0.073],
  "orbital_gap_ev": 9.9,
  "spin_multiplicity": 1,
  "homo_energy_ev": -8.92,
  "e_above_lowest_kcal_mol": 117.39,
  "e_tot_ev": -21179.671
}

***

We obtain F_max values of 0.0284; 0.0445; 0.0330; 0.0726; 0.0379; 0.0260; 0.0495; 0.1116 hartree/bohr for the records listed above, in that order.